Entry 1:
Below is 6 unconnected molecules or ions with the total composition C18H44BN7O10, with properties calculated with ωB97M-V with the def2-TZVPD basis set.

The geometry in XYZ format:
```
80
C18H44BN7O10, DFT ωB97M-V with the def2-TZVPD basis set
C -5.65143 1.01554 1.12656
O -4.84052 0.85917 -0.05550
C -3.49048 0.56332 0.25497
O -3.20945 -0.64906 0.46638
N -2.40139 1.49607 0.36579
C -2.72179 2.85346 -0.11677
O -1.62734 3.27672 -0.99538
O -1.97253 4.46355 -1.60777
B -1.83808 1.58087 1.75266
N -0.57971 2.31557 2.07106
O -2.50555 0.96350 2.87886
H -5.92255 0.01742 1.59684
H -5.19680 1.71922 1.88617
H -6.64015 1.46913 0.79728
H -2.69517 3.56024 0.77621
H -3.66019 2.94197 -0.73110
H -2.69507 4.27080 -2.24463
H -0.26932 2.87652 1.26807
H -0.82334 2.99897 2.79873
H -2.90407 1.70633 3.36564
C 0.93483 2.16137 -2.27342
N 1.63037 1.26194 -3.17438
C 1.49459 -0.16940 -2.98146
C 2.40477 1.71447 -4.19271
O 3.01222 1.01577 -4.98091
H 1.27925 1.97957 -1.25217
H -0.13692 1.96949 -2.33410
H 1.12634 3.20255 -2.53501
H 2.48133 -0.60430 -2.80738
H 1.07179 -0.61554 -3.88438
H 0.84651 -0.37905 -2.13107
H 2.43899 2.81475 -4.25091
C 1.79676 -1.88764 4.82943
N 0.85808 -0.79495 4.65013
C -0.56125 -1.09091 4.60764
C 1.26501 0.49396 4.52105
O 0.53352 1.45465 4.36799
H 1.68131 -2.59352 4.01246
H 1.58394 -2.38967 5.77641
H 2.82410 -1.52006 4.84250
H -0.97086 -0.75705 3.65384
H -1.06598 -0.54936 5.41136
H -0.72969 -2.16119 4.72426
H 2.36071 0.60463 4.56812
C 5.33472 3.94114 -4.72734
N 5.21141 5.36744 -4.95549
C 6.39309 6.20181 -4.84925
C 4.02364 5.95029 -5.26604
O 3.85598 7.13615 -5.46796
H 5.70843 3.77283 -3.71402
H 6.03960 3.52329 -5.44988
H 4.37289 3.44388 -4.84004
H 6.23245 6.95670 -4.07629
H 6.56207 6.70922 -5.80161
H 7.26395 5.59799 -4.59626
H 3.19113 5.22979 -5.32200
C -5.93050 -3.87965 -2.48186
N -6.05434 -2.45159 -2.68999
C -4.87178 -1.61850 -2.57069
C -7.24187 -1.86518 -2.99320
O -7.41024 -0.67605 -3.17871
H -5.55757 -4.06376 -1.47135
H -5.22451 -4.28827 -3.20925
H -6.89398 -4.37572 -2.60259
H -5.02673 -0.87973 -1.78392
H -4.70731 -1.10041 -3.51872
H -3.99966 -2.22399 -2.32676
H -8.07400 -2.58511 -3.05976
C 3.36598 -7.81877 4.86635
N 3.21783 -6.39386 4.64757
C 4.39063 -5.54351 4.73145
C 2.01652 -5.82668 4.36640
O 1.82925 -4.64042 4.17356
H 3.76433 -7.98816 5.86964
H 4.06045 -8.22477 4.12686
H 2.40709 -8.32877 4.77258
H 4.23688 -4.79434 5.51134
H 4.53139 -5.02982 3.77789
H 5.27508 -6.13613 4.96226
H 1.19288 -6.55717 4.32569
```

Summary:
Orbital gap (eV): 8.9
Energy (a.u.): -1872.74472
Highest occupied orbital energy (hartree): -0.3173
Total charge: 0
Energy above the lowest of the compared OMol25 structures with the same formula, charge and spin (kcal/mol): 23.6

=====

Entry 2:
Below is a single C5H5FN2O2 molecule, with properties calculated with ωB97M-V with the def2-TZVPD basis set.

The geometry in XYZ format:
```
15
C5H5FN2O2, DFT ωB97M-V with the def2-TZVPD basis set
C -1.39147 0.86823 0.75044
C -1.56327 0.30404 -0.53211
C -0.30387 0.89574 1.50208
C -0.87245 -0.71456 -0.97423
C 1.11171 -0.58372 0.32023
N 0.13413 -1.35428 -0.24286
N 1.81980 0.36902 -0.49590
O 2.85750 0.94089 -0.14599
O 1.21955 0.74078 -1.51455
F 1.99068 -1.29545 1.10702
H -2.15098 1.52610 1.14143
H -2.34338 0.62529 -1.22841
H -0.03000 1.12771 2.50527
H -0.86685 -1.13350 -1.95538
H 0.38889 -2.31629 -0.23703
```

Summary:
Orbital gap (alpha / beta) (eV): 7.8 / 7.8
Energy (a.u.): -553.12237
Highest occupied orbital energy (alpha / beta) (hartree): -0.3204 / -0.3206
Total charge: 0
Energy above the lowest of the compared OMol25 structures with the same formula, charge and spin (kcal/mol): 154.0

=====

Entry 3:
Below is a molecular structure, C58H62CsN9O5P2S3, with properties calculated with ωB97M-V with the def2-TZVPD basis set.

The geometry in XYZ format:
```
140
C58H62CsN9O5P2S3, DFT ωB97M-V with the def2-TZVPD basis set
Cs 0.92815 0.36184 -1.15224
O 0.72904 1.76000 -3.22868
C 0.42733 1.42885 -4.40023
C 1.24714 0.56357 -5.19960
C 0.94539 0.28608 -6.51130
C -0.18588 0.83710 -7.12916
C -1.03092 1.64078 -6.37812
C -0.78709 1.92587 -5.03474
C -1.75706 2.70425 -4.26132
N -1.72917 2.82445 -2.98632
N -2.72544 3.43577 -2.33033
C -2.51988 3.77725 -1.06538
O -1.45464 3.80133 -0.38724
C -3.82629 4.12686 -0.38503
C -4.95705 4.54585 -1.08957
C -6.15106 4.79175 -0.42714
C -6.24213 4.62562 0.95086
C -5.12113 4.21653 1.66016
C -3.92490 3.97728 0.99658
H 2.12859 0.14952 -4.72014
H 1.59322 -0.37451 -7.08270
H -0.41005 0.61338 -8.16743
H -1.92533 2.05778 -6.83879
H -2.59688 3.15685 -4.82425
H -4.88493 4.66072 -2.16080
H -7.02148 5.11330 -0.99008
H -7.18002 4.81188 1.46451
H -5.17810 4.07722 2.73462
H -3.04810 3.64231 1.53560
C -4.02309 0.35816 0.47778
C -4.43006 -1.10333 0.31711
S -3.01842 -2.20146 -0.06019
C -3.16394 -3.51159 1.19698
C -3.19259 -3.07568 2.65543
S -1.68283 -2.15560 3.11285
C -2.39599 -0.73821 4.00109
C -3.38678 0.11889 3.22472
S -2.68378 0.71722 1.65091
H -3.61441 0.73712 -0.46156
H -4.89625 0.95950 0.74179
H -4.92892 -1.48855 1.20747
H -5.13183 -1.17880 -0.51526
H -4.04121 -4.12407 0.97356
H -2.26155 -4.09866 1.01376
H -4.05812 -2.44962 2.86831
H -3.25953 -3.96463 3.28792
H -2.84614 -1.08747 4.93550
H -1.50681 -0.14788 4.23142
H -4.30525 -0.42483 3.00461
H -3.64563 0.99057 3.83204
C 0.72658 -5.49428 -0.91850
N 1.56076 -5.23608 0.23801
C 2.07608 -6.40975 0.90934
C 1.23654 -4.08391 0.97551
N 0.41378 -3.18395 0.67055
N 1.96617 -4.00947 2.18524
C 2.37518 -2.83718 2.82963
N 3.50914 -3.10812 3.63916
N 1.76662 -1.73940 2.74966
H 1.21254 -6.23437 -1.55212
H 0.62981 -4.58783 -1.50562
H -0.27585 -5.85367 -0.63880
H 2.11614 -7.22513 0.19090
H 1.45293 -6.73260 1.75699
H 3.09927 -6.25702 1.26938
H -0.02019 -3.22548 -0.24464
H 2.54711 -4.79657 2.39968
H 4.22611 -3.65388 3.18186
H 3.89594 -2.26484 4.03401
H 2.21706 -0.96147 3.21877
O 2.32898 1.45197 0.49315
P 2.85550 2.48726 1.39501
C 1.52205 3.48912 2.16021
P 0.52209 2.53986 3.36488
O 0.04020 1.23486 2.89442
C 1.46134 2.38169 4.90330
C 1.57181 1.10343 5.44737
C 2.22016 0.91162 6.65579
C 2.74720 1.99921 7.34282
C 2.60753 3.27872 6.81973
C 1.96235 3.47278 5.61212
C -0.82455 3.68027 3.81476
C -0.97264 4.98010 3.34344
C -2.08157 5.72912 3.70779
C -3.04065 5.19704 4.55561
C -2.89011 3.90487 5.04504
C -1.78992 3.15430 4.67443
C 4.01694 1.83078 2.61515
C 4.48592 0.54516 2.34061
C 5.52226 0.00738 3.08690
C 6.07533 0.73309 4.13504
C 5.61121 2.01316 4.40872
C 4.60967 2.57262 3.63616
C 3.79175 3.75878 0.48740
C 3.09525 4.37051 -0.55811
C 3.73241 5.30478 -1.35700
C 5.06447 5.62541 -1.12846
C 5.76386 5.00338 -0.10359
C 5.13076 4.06864 0.70293
H 0.84379 3.70124 1.31795
H 1.89802 4.41386 2.60002
H 1.15016 0.27085 4.89330
H 2.31005 -0.08525 7.06971
H 3.25700 1.85137 8.28655
H 3.00575 4.12783 7.36320
H 1.83016 4.47429 5.21560
H -0.24801 5.40503 2.66083
H -2.20934 6.72638 3.30671
H -3.91284 5.78100 4.82101
H -3.63879 3.48477 5.70554
H -1.66571 2.13766 5.03303
H 4.02493 -0.00395 1.52524
H 5.91871 -0.97023 2.84223
H 6.87807 0.31037 4.72638
H 6.05194 2.58423 5.21717
H 4.29021 3.59096 3.81831
H 2.06147 4.09449 -0.75613
H 3.19129 5.77412 -2.16792
H 5.56594 6.34702 -1.76141
H 6.80930 5.23690 0.05928
H 5.68330 3.57344 1.49164
O 1.04336 -1.98126 -2.33065
C 1.70766 -2.76488 -3.06209
C 1.07499 -3.83531 -3.78782
C 1.76971 -4.77953 -4.50176
C 3.16536 -4.72886 -4.58475
C 3.82100 -3.69552 -3.93611
C 3.14731 -2.72575 -3.19513
C 3.93125 -1.70778 -2.50022
N 3.69305 -0.42286 -2.36529
C 4.72507 0.10004 -1.64039
C 5.62338 -0.87488 -1.31648
N 5.11107 -2.02740 -1.87189
H -0.00884 -3.86737 -3.73922
H 1.23240 -5.57504 -5.01050
H 3.71818 -5.46139 -5.16152
H 4.90115 -3.61526 -4.04094
H 4.76566 1.15294 -1.40551
H 6.54344 -0.85726 -0.75613
H 5.51059 -2.94565 -1.83511
```

Summary:
Orbital gap (eV): 3.2
Energy (a.u.): -5013.87283
Highest occupied orbital energy (hartree): -0.0084
Total charge: -2
Energy above the lowest of the compared OMol25 structures with the same formula, charge and spin (kcal/mol): 69.1

=====

Entry 4:
Below is a molecular structure, C16H30GaO3, with properties calculated with ωB97M-V with the def2-TZVPD basis set.

The geometry in XYZ format:
```
50
C16H30GaO3, DFT ωB97M-V with the def2-TZVPD basis set
C 5.65874 2.38146 1.38154
O 5.36761 1.98103 0.06888
C 4.16579 1.23521 -0.13053
C 4.45376 -0.19964 -0.56578
C 3.32662 -0.77846 -1.42198
C 1.97831 -0.83120 -0.69407
C 0.94799 -1.80301 -1.30480
Ga 0.01751 -2.94033 0.11122
C -1.37586 -1.82647 1.12963
C -2.80936 -2.04382 0.71782
C -3.34045 -3.42163 1.09900
O -3.64437 -1.02634 1.33651
C -4.90486 -0.84936 0.73393
C -4.97314 0.43968 -0.05260
C -4.53715 1.63028 0.52320
C -4.59470 2.82090 -0.18134
C -5.09034 2.84197 -1.48142
C -5.52227 1.66255 -2.06715
C -5.45599 0.46988 -1.35647
H 6.54043 1.84986 1.76115
H 5.87003 3.45792 1.40200
H 4.83058 2.19489 2.07126
H 3.57860 1.74782 -0.90195
H 3.57466 1.24920 0.78966
H 5.40090 -0.18155 -1.11111
H 4.56126 -0.83798 0.31707
H 3.59456 -1.79316 -1.73127
H 3.23973 -0.17395 -2.33568
H 1.55001 0.17859 -0.67223
H 2.18322 -1.09822 0.35338
H 0.21745 -1.23699 -1.89396
H 1.45167 -2.47789 -2.00796
H -0.66092 -4.24357 -0.59350
H 1.16784 -3.44502 1.14312
H -1.27735 -2.01633 2.20558
H -1.12099 -0.77213 0.96925
H -2.89250 -1.90787 -0.37159
H -4.28408 -3.65830 0.59467
H -3.52319 -3.43182 2.17679
H -2.61991 -4.19221 0.82623
H -5.14337 -1.68335 0.06234
H -5.65979 -0.83619 1.53014
H -4.12576 1.61183 1.52694
H -4.24487 3.73776 0.27954
H -5.13098 3.77007 -2.03984
H -5.89618 1.66075 -3.08478
H -5.77651 -0.45926 -1.81757
O 8.59848 4.62123 0.73366
H 8.15261 3.83896 0.39100
H 8.17654 4.78424 1.58211
```

Summary:
Orbital gap (eV): 7.1
Energy (a.u.): -2778.11567
Highest occupied orbital energy (hartree): -0.1712
Total charge: -1

=====

Entry 5:
Below is 6 unconnected molecules or ions with the total composition C22H38O16Si, with properties calculated with ωB97M-V with the def2-TZVPD basis set.

The geometry in XYZ format:
```
77
C22H38O16Si, DFT ωB97M-V with the def2-TZVPD basis set
C 2.50368 -1.71140 -0.38991
C 3.19965 -0.48847 -0.97466
C 3.92043 -0.84344 -2.27985
C 2.21978 0.69233 -1.12182
C 1.32340 0.68404 -2.38533
Si -0.52612 0.61892 -2.09337
C -1.15866 -0.82993 -1.08042
C -1.37468 -2.10443 -1.88843
O -0.36777 -2.33657 -2.88540
H 2.18759 -1.54965 0.64244
H 1.60015 -1.95688 -0.95034
H 3.14262 -2.59778 -0.40401
H 3.96413 -0.17217 -0.25822
H 4.11873 0.04054 -2.89147
H 4.88282 -1.31381 -2.06357
H 3.34913 -1.54543 -2.89249
H 2.80109 1.61931 -1.11982
H 1.61636 0.73894 -0.20961
H 1.48596 1.60347 -2.95767
H 1.59343 -0.12259 -3.07283
H -0.91071 1.87004 -1.37563
H -1.23829 0.63374 -3.39650
H -2.12674 -0.52887 -0.67318
H -0.50355 -1.01254 -0.22235
H -1.42985 -2.98006 -1.23963
H -2.30857 -2.03285 -2.44928
H 0.45968 -2.54531 -2.43081
O 0.61436 -4.30321 -0.07764
C 0.41806 -5.29952 -0.69652
O -0.70799 -5.54702 -1.40331
C -0.51286 -6.72538 -2.19440
C 0.60262 -7.43024 -1.43831
O 1.27474 -6.33723 -0.79825
H -1.44713 -7.27844 -2.23215
H -0.20989 -6.42114 -3.19705
H 0.21928 -8.10068 -0.66824
H 1.31362 -7.95230 -2.07138
O -5.89403 -7.43631 -1.08892
C -5.41725 -6.34648 -1.05005
O -5.88075 -5.27369 -1.72192
C -5.17828 -4.10050 -1.27322
C -3.89776 -4.70031 -0.71985
O -4.32022 -6.01532 -0.32993
H -5.03400 -3.42867 -2.11211
H -5.77773 -3.60294 -0.51236
H -3.11863 -4.79580 -1.47518
H -3.49749 -4.18291 0.14731
O 2.28401 1.93793 2.05852
C 2.84318 2.93822 1.74024
O 2.35765 3.84325 0.86042
C 3.20334 5.00181 0.87822
C 4.50874 4.44168 1.41712
O 4.05183 3.32845 2.20026
H 3.26822 5.40598 -0.12777
H 2.77718 5.74014 1.55462
H 5.15792 4.06239 0.62609
H 5.04922 5.13266 2.05552
O -4.71442 -1.12981 -0.72449
C -4.87551 -0.32016 0.13419
O -5.99199 -0.20577 0.88529
C -5.74352 0.73379 1.94005
C -4.58504 1.54652 1.38154
O -3.96732 0.60974 0.49162
H -6.65005 1.30435 2.11750
H -5.46468 0.18017 2.83741
H -4.92014 2.40604 0.79986
H -3.85312 1.85528 2.12159
O 5.07867 7.49509 3.00299
C 4.13022 7.93266 3.57122
O 2.84809 7.64737 3.24045
C 1.98098 8.15024 4.26413
C 2.83799 9.23976 4.89226
O 4.16691 8.77413 4.62224
H 1.06506 8.50698 3.80323
H 1.76251 7.34197 4.96311
H 2.70344 10.20552 4.40389
H 2.71819 9.34254 5.96634
```

Summary:
Orbital gap (eV): 9.9
Energy (a.u.): -2354.46924
Highest occupied orbital energy (hartree): -0.3523
Total charge: 0